{"formula": "C19H22BrN6O4Pd", "method": "ωB97M-V with the def2-TZVPD basis set", "symbols": ["Pd", "O", "N", "N", "O", "C", "C", "C", "C", "C", "C", "H", "H", "H", "H", "H", "Br", "C", "C", "N", "C", "C", "C", "C", "O", "O", "H", "H", "H", "N", "C", "C", "C", "N", "C", "C", "C", "C", "N", "H", "H", "H", "H", "H", "H", "H", "H", "H", "H", "H", "H", "H", "H"], "coordinates": [[0.532435, 0.097268, 1.479069], [-1.433742, -0.505953, 2.564507], [-1.396274, -1.638745, 3.105212], [-0.484868, -2.428681, 2.653129], [0.387540, -2.162928, 1.710928], [-0.322539, -3.665748, 3.351795], [0.964670, -4.140991, 3.544844], [1.149711, -5.330356, 4.232607], [0.059627, -6.044448, 4.713219], [-1.225465, -5.561950, 4.501578], [-1.423032, -4.371615, 3.817785], [1.791830, -3.556412, 3.166325], [2.153487, -5.699553, 4.403378], [0.209666, -6.971394, 5.253528], [-2.080264, -6.120092, 4.863868], [-2.413286, -3.974233, 3.644569], [5.079387, 4.813901, -2.835211], [3.558582, 4.760538, -1.691485], [2.914192, 5.942676, -1.376840], [1.850021, 5.971773, -0.579391], [1.410816, 4.812827, -0.085185], [1.997549, 3.582902, -0.359264], [3.107837, 3.558716, -1.183442], [1.432316, 2.304597, 0.207525], [0.384614, 2.382006, 0.892759], [2.031284, 1.237000, -0.048203], [3.261302, 6.889660, -1.773777], [0.548374, 4.846900, 0.568294], [3.589168, 2.614707, -1.402081], [2.265552, -0.265821, 4.063877], [1.701770, 0.031750, 3.097958], [-3.536823, 1.323222, -1.775008], [-2.103633, 1.813236, -1.979249], [-1.160710, 0.783362, -2.387709], [-0.931983, 0.562544, -3.806768], [-1.791386, -0.549185, -4.407400], [-0.523814, 0.038849, -1.435556], [0.644897, -0.810505, -1.850550], [-0.844270, 0.041239, -0.191929], [-4.162453, 2.145848, -1.422529], [-3.578920, 0.523561, -1.034324], [-3.961063, 0.947844, -2.707757], [-1.727935, 2.268650, -1.060670], [-2.090745, 2.590739, -2.745347], [0.120354, 0.335217, -3.969057], [-1.134657, 1.501114, -4.324601], [-1.632073, -1.485875, -3.870875], [-1.534150, -0.706292, -5.457656], [-2.851593, -0.301377, -4.345777], [0.371058, -1.543203, -2.611504], [1.002125, -1.328466, -0.966702], [1.451674, -0.182045, -2.230125], [-1.626161, 0.623224, 0.079216]], "forces_ev_per_angstrom": [[0.0036, -0.9321, 0.0371], [-0.3448, -0.1971, 0.1182], [0.0143, 0.1785, 0.0309], [0.1569, -0.5344, 0.0899], [-0.2387, 0.4532, 0.0003], [-0.0169, 0.1252, -0.0121], [0.0981, -0.0368, -0.0108], [-0.0165, -0.0033, -0.0056], [-0.0280, 0.0010, 0.0141], [0.0277, 0.0002, -0.0129], [-0.0237, 0.0567, -0.0042], [-0.0142, -0.0068, 0.0101], [-0.0003, 0.0213, -0.0143], [0.0012, 0.0055, -0.0228], [-0.0009, 0.0205, 0.0047], [-0.0004, -0.0215, 0.0157], [-0.0579, -0.0084, 0.0368], [0.1934, -0.0154, -0.1256], [-0.1237, -0.0094, 0.0893], [-0.0341, -0.0541, 0.0422], [-0.0004, 0.1214, -0.0173], [-0.1345, 0.1057, -0.0702], [0.1178, -0.0430, -0.0669], [-0.1238, -0.1877, 0.0236], [0.1949, 0.4100, 0.1096], [0.2865, 0.2507, -0.1102], [0.0215, -0.0200, -0.0117], [-0.0043, -0.0101, -0.0080], [-0.0120, 0.0133, 0.0073], [0.1001, 0.2365, -0.0835], [-0.5365, -0.1091, -0.5076], [0.0399, 0.0223, -0.0078], [-0.1431, -0.0419, -0.0001], [0.0592, -0.0244, 0.0422], [-0.0522, -0.0945, -0.0132], [0.0147, 0.0372, 0.0379], [0.0867, -0.0589, -0.0693], [0.0062, 0.0356, 0.0021], [0.5226, 0.2952, 0.5261], [0.0012, -0.0285, -0.0076], [-0.0069, 0.0021, -0.0253], [-0.0062, -0.0033, 0.0299], [0.0384, 0.0291, -0.0035], [0.0297, 0.0090, -0.0022], [0.0216, 0.0326, -0.0019], [0.0256, 0.0340, 0.0180], [-0.0168, 0.0067, -0.0227], [-0.0145, 0.0096, 0.0294], [0.0109, -0.0236, -0.0090], [-0.0372, 0.0197, 0.0051], [0.0184, -0.0540, 0.0229], [-0.0238, -0.0104, 0.0095], [-0.0787, -0.0041, -0.1067]], "charge": -1, "fmax_ev_per_a": 0.93, "total_energy_ev": -110711.913, "lumo_ha": [0.0867, 0.0867], "e_homo_ev": [-4.676, -4.650], "e_above_lowest_ev": 0.992, "orbital_gap_ev": [7.03, 7.01]}

{"formula": "C19H22ClFN2OS", "method": "ωB97M-V with the def2-TZVPD basis set", "symbols": ["O", "C", "C", "H", "H", "S", "C", "C", "C", "C", "C", "C", "Cl", "H", "H", "H", "H", "C", "N", "C", "C", "N", "C", "C", "C", "C", "C", "C", "H", "H", "H", "H", "F", "C", "C", "H", "H", "H", "H", "H", "H", "H", "H", "H", "H", "H", "H"], "coordinates": [[1.542959, -0.687179, -0.425779], [0.973350, -1.278338, 0.714391], [2.020263, -2.092242, 1.480464], [1.584229, -2.572865, 2.354440], [2.463648, -2.839212, 0.825691], [3.383487, -0.991533, 2.040066], [4.790820, -1.779698, 1.292333], [5.582338, -1.038514, 0.424427], [6.698271, -1.601441, -0.165419], [7.030051, -2.918921, 0.103621], [6.257553, -3.664178, 0.976601], [5.148780, -3.093578, 1.581580], [4.239206, -4.037523, 2.711242], [6.515634, -4.686518, 1.204924], [7.894445, -3.368864, -0.359598], [7.302684, -1.014118, -0.839091], [5.309496, -0.014476, 0.221200], [0.304610, -0.248867, 1.655950], [-0.836854, 0.471731, 1.147108], [-1.983647, -0.346387, 0.812824], [-3.189305, 0.577203, 0.645061], [-2.930988, 1.523744, -0.415899], [-3.941283, 1.942419, -1.254200], [-4.154841, 3.273019, -1.640542], [-5.137694, 3.644627, -2.535020], [-5.979218, 2.689606, -3.074755], [-5.809972, 1.365318, -2.706053], [-4.812894, 1.002475, -1.825497], [-4.682649, -0.040496, -1.581285], [-6.454061, 0.603378, -3.119168], [-6.753684, 2.976358, -3.767995], [-5.240999, 4.690293, -2.780611], [-3.401532, 4.278999, -1.114389], [-1.762403, 2.325340, -0.134648], [-0.561244, 1.396688, 0.064147], [0.311747, 1.996395, 0.329117], [-0.356046, 0.870756, -0.881275], [-1.551301, 2.983389, -0.975882], [-1.904605, 2.932391, 0.771101], [-4.085938, -0.001807, 0.430304], [-3.340971, 1.118345, 1.592489], [-2.168536, -1.050300, 1.627697], [-1.836194, -0.912505, -0.122952], [1.058635, 0.488727, 1.950487], [-0.019740, -0.778029, 2.557195], [0.216499, -1.973306, 0.332813], [2.267893, -0.120306, -0.127214]], "forces_ev_per_angstrom": [[0.0682, 0.2041, -0.3448], [-0.0851, -0.0378, 0.5370], [0.0102, 0.3121, -0.0292], [0.0170, -0.0849, -0.0346], [-0.0714, -0.0248, 0.0310], [0.0380, -0.1971, -0.0567], [-0.4202, 0.1338, 0.2347], [0.0559, -0.0812, 0.0062], [0.0678, 0.0321, -0.0177], [-0.0240, 0.0069, 0.0171], [-0.0114, -0.0715, 0.0461], [0.1703, 0.0710, -0.1312], [0.0334, -0.1000, 0.0629], [0.0097, -0.0887, 0.0252], [0.0751, -0.0478, -0.0424], [0.0593, 0.0507, -0.0673], [-0.0466, 0.0824, -0.0582], [0.0820, -0.2932, -0.2922], [0.0219, 0.0101, -0.0587], [-0.2238, 0.1479, 0.1404], [-0.0199, -0.3263, 0.0925], [0.3076, -0.0664, 0.1640], [-0.3133, 0.2455, -0.3618], [-0.0406, 0.0233, 0.0482], [0.0336, -0.0567, 0.0158], [0.0189, 0.0356, -0.0017], [-0.1140, -0.0174, -0.0228], [0.0275, 0.1166, 0.0477], [0.0683, -0.0882, 0.0149], [-0.0421, -0.0718, -0.0306], [-0.0692, 0.0349, -0.0691], [0.0220, 0.1082, 0.0005], [-0.0905, -0.2079, 0.0035], [0.4752, 0.0250, -0.0986], [-0.2231, 0.2788, -0.0728], [0.0411, -0.0020, -0.0368], [0.0162, 0.1150, 0.0728], [-0.0462, -0.0275, 0.0841], [0.0318, 0.0301, -0.0669], [0.0363, 0.0388, 0.0057], [-0.0423, -0.0924, -0.0130], [-0.0125, -0.0270, -0.0013], [-0.0406, -0.0134, 0.0466], [0.0087, -0.0370, 0.0490], [0.0675, -0.0079, 0.0575], [0.0597, 0.0283, 0.0881], [0.0135, -0.0622, 0.0168]], "fmax_ev_per_a": 0.55, "smiles": "O[C@@H](CSc1ccccc1Cl)CN1CCN(c2ccccc2F)CC1", "total_energy_ev": -51162.593, "lumo_ha": 0.0252, "e_homo_ev": -7.692, "e_above_lowest_ev": 0.114, "orbital_gap_ev": 8.38}

{"formula": "C19H22ClNO8", "method": "ωB97M-V with the def2-TZVPD basis set", "symbols": ["C", "C", "C", "Cl", "C", "C", "C", "C", "C", "C", "C", "O", "N", "C", "O", "H", "H", "H", "H", "H", "H", "H", "H", "H", "H", "C", "C", "C", "O", "C", "O", "O", "H", "H", "H", "H", "H", "H", "C", "C", "C", "O", "C", "O", "O", "H", "H", "H", "H", "H", "H"], "coordinates": [[-1.375365, 0.338164, -0.013464], [-2.855932, 0.315340, 0.417847], [-3.382473, -1.096758, 0.838975], [-2.589222, -2.382383, -0.118993], [-4.905664, -1.139628, 0.577677], [-5.521880, -2.199459, -0.025353], [-6.874698, -2.177371, -0.270744], [-7.549147, -1.074482, 0.115512], [-6.961771, -0.011975, 0.758811], [-5.624380, -0.041544, 0.993696], [-7.983506, 1.044356, 1.101023], [-7.749168, 2.091766, 1.654813], [-9.241640, 0.521161, 0.678642], [-9.000504, -0.715758, -0.035619], [-9.888752, -1.248181, -0.654955], [-1.303212, 0.318975, -1.097083], [-0.944237, 1.280975, 0.311412], [-0.785346, -0.478877, 0.395976], [-3.070247, 0.993966, 1.239681], [-3.448047, 0.587891, -0.455600], [-3.235174, -1.229132, 1.909480], [-4.954726, -3.067005, -0.318589], [-7.394684, -2.992707, -0.753843], [-5.169810, 0.801743, 1.492835], [-9.721694, 0.342061, 1.560289], [3.557136, 0.700185, 2.077967], [3.330127, 1.128999, 0.649448], [3.704853, 2.560933, 0.369134], [2.819870, 2.891356, -0.713306], [1.721602, 2.103294, -0.591593], [0.713845, 2.252020, -1.201680], [1.929725, 1.121045, 0.324561], [4.602039, 0.808117, 2.355870], [2.941888, 1.285678, 2.763307], [3.268151, -0.343361, 2.210482], [3.835335, 0.440992, -0.036429], [4.742488, 2.676563, 0.070555], [3.497159, 3.229766, 1.207702], [7.408905, -2.294061, -2.018105], [6.604178, -1.083856, -1.614107], [7.104696, 0.219222, -2.187088], [6.683107, 1.164738, -1.194574], [6.616225, 0.502939, -0.014219], [6.490688, 1.030717, 1.044134], [6.712888, -0.834086, -0.200039], [7.416120, -2.411827, -3.101637], [8.436176, -2.212442, -1.660749], [6.989013, -3.195926, -1.573192], [5.546821, -1.238590, -1.847334], [6.664973, 0.453784, -3.153576], [8.193271, 0.262665, -2.267958]], "forces_ev_per_angstrom": [[-0.4207, 0.5496, 0.4927], [0.3916, -1.3427, -0.5272], [-1.0468, 0.9296, -0.6610], [0.2220, -0.0568, 0.4018], [1.9258, 0.1640, 0.6865], [-0.0721, -0.9793, -0.3781], [-0.1578, -0.9031, -0.5793], [-2.2344, 1.2867, 0.0243], [-0.2880, 0.3872, -0.1104], [0.1499, 0.9914, 0.5245], [1.2768, -0.1850, 0.0127], [-0.6873, -0.7613, -0.3297], [0.7886, 0.1240, 0.8687], [-0.9387, -0.2630, -0.3867], [0.9136, -0.0648, 0.5641], [0.1107, -0.1285, 0.0113], [0.1654, -0.0489, -0.0757], [-0.0198, 0.0547, 0.0771], [0.0965, 0.1154, -0.0533], [-0.1112, 0.3366, 0.1581], [0.4119, -0.4802, -0.0963], [0.1072, -0.0086, -0.0057], [0.0716, -0.0678, -0.0479], [0.1362, -0.0113, 0.0135], [-0.9417, 0.2601, -0.4984], [-0.3958, -0.2821, 0.1909], [0.2433, -0.1288, 0.7950], [0.2035, 0.1181, -0.2659], [-0.1530, -0.1244, 0.1496], [0.0220, 0.0357, -0.0210], [0.0560, 0.0836, -0.1237], [0.0943, 0.2471, -0.3456], [0.0194, 0.0125, -0.0902], [0.0175, 0.1235, -0.0990], [0.0654, -0.0111, -0.0284], [-0.0169, 0.0792, -0.0810], [-0.0711, 0.0641, -0.1640], [-0.0564, -0.1150, 0.0672], [0.0549, -0.1973, 0.3669], [0.3129, -0.4364, -0.2934], [-0.1303, 0.1490, -0.2316], [0.0303, -0.1210, 0.0875], [0.1475, -0.0639, 0.0844], [0.0358, 0.0648, -0.0164], [-0.1414, 0.2829, -0.0839], [-0.0501, 0.0449, -0.0027], [0.0100, 0.1191, -0.0765], [-0.0503, 0.0012, -0.0783], [-0.0134, 0.1066, 0.0239], [-0.0848, 0.1651, 0.0995], [0.0011, -0.1157, 0.0509]], "fmax_ev_per_a": 2.58, "smiles": "CC[C@H](Cl)c1ccc2c(c1)C(=O)NC2=O.C[C@@H]1COC(=O)O1.C[C@@H]1COC(=O)O1", "total_energy_ev": -50453.329, "lumo_ha": -0.0054, "e_homo_ev": -9.938, "orbital_gap_ev": 9.79}